{"formula": "C21H44MnN3OP2", "method": "the ωB97M-V functional and the def2-TZVPD basis", "gap_ev": [6.51, 7.60], "s2": 6.088, "max_force_ev_per_a": 10.228, "total_energy_ev": -78891.6344, "spin_multiplicity": 5, "total_charge": 2, "e_lumo_ev": [-6.56, -7.68], "elements": ["Mn", "P", "P", "N", "C", "H", "H", "C", "H", "H", "C", "H", "H", "C", "H", "H", "C", "C", "H", "H", "H", "C", "C", "H", "H", "H", "C", "C", "H", "H", "H", "C", "C", "H", "H", "H", "C", "C", "H", "H", "H", "C", "H", "H", "H", "C", "H", "H", "H", "C", "H", "H", "H", "H", "H", "H", "H", "O", "H", "H", "C", "C", "N", "C", "C", "N", "H", "H", "H", "H", "H", "H"], "positions_angstrom": [[-0.159, 0.112, -0.142], [-0.116, -1.845, -1.370], [-0.003, 2.384, 0.522], [1.157, 0.777, -1.716], [1.435, -1.630, -2.352], [2.159, -2.405, -2.052], [1.206, -1.812, -3.416], [2.104, -0.259, -2.214], [2.960, -0.303, -1.515], [2.517, 0.077, -3.187], [1.751, 2.164, -1.649], [1.215, 2.791, -2.387], [2.800, 2.102, -1.974], [1.648, 2.740, -0.244], [1.820, 3.823, -0.288], [2.425, 2.311, 0.411], [0.140, 3.093, 2.257], [0.471, 1.986, 3.255], [1.482, 1.598, 3.089], [-0.240, 1.151, 3.189], [0.428, 2.366, 4.286], [-1.037, 3.578, -0.459], [-2.530, 3.457, -0.132], [-3.110, 3.633, -1.050], [-2.841, 4.218, 0.597], [-2.828, 2.469, 0.244], [-1.450, -2.179, -2.640], [-2.735, -2.751, -2.032], [-3.538, -2.662, -2.780], [-3.077, -2.223, -1.132], [-2.628, -3.822, -1.808], [0.109, -3.406, -0.363], [-1.066, -3.631, 0.594], [-0.712, -4.165, 1.488], [-1.856, -4.243, 0.133], [-1.526, -2.690, 0.939], [-1.820, 0.001, 0.509], [-0.502, 5.013, -0.315], [0.332, 5.119, 0.394], [-0.142, 5.375, -1.286], [-1.300, 5.698, 0.003], [-1.001, -3.023, -3.850], [-1.795, -3.733, -4.128], [-0.807, -2.388, -4.727], [-0.096, -3.613, -3.658], [0.431, -4.655, -1.183], [0.661, -5.477, -0.489], [-0.419, -4.981, -1.796], [1.312, -4.523, -1.823], [-1.047, 3.923, 2.763], [-1.992, 3.363, 2.726], [-0.859, 4.181, 3.816], [-1.172, 4.873, 2.231], [1.020, 3.756, 2.178], [1.000, -3.166, 0.243], [-0.888, 3.249, -1.502], [-1.671, -1.162, -3.000], [-2.814, -0.143, 1.131], [0.360, 0.823, -2.371], [-1.228, 0.496, -1.285], [-0.230, -1.693, 3.235], [1.017, -1.327, 2.546], [1.235, -0.657, 1.411], [2.631, -0.511, 1.311], [3.217, -1.148, 2.356], [2.182, -1.662, 3.121], [-0.198, -1.320, 4.270], [-0.306, -2.787, 3.276], [-1.093, -1.267, 2.713], [3.094, 0.030, 0.497], [4.254, -1.267, 2.605], [2.257, -2.202, 3.977]]}